Record 1
Formula: C21H35BO2P2Pd
Source: the OMol25 dataset
Level of theory: the ωB97M-V functional and the def2-TZVPD basis

Element x y z (Å)
P 0.3633 -2.1121 -1.2970
P 0.7821 1.1974 -2.3621
C 0.0463 -1.4210 -3.0125
C 0.9780 -0.2662 -3.4298
H -1.0217 -1.1728 -3.1291
H 0.2585 -2.2965 -3.6444
H 2.0448 -0.5539 -3.3530
H 0.7763 -0.0754 -4.5192
C -0.2908 2.2979 -3.3391
H -0.5927 3.1711 -2.7364
H -1.2001 1.7809 -3.6621
H 0.2659 2.6475 -4.2286
C 2.2596 2.1970 -2.1680
H 2.5529 2.7614 -3.0744
H 3.1186 1.5684 -1.8840
H 2.0692 2.9333 -1.3837
C -1.2129 -3.0580 -1.2861
H -1.2628 -3.5960 -0.3262
H -1.0961 -3.7549 -2.1515
H -2.1033 -2.4141 -1.4126
C 1.5630 -3.4804 -1.9053
H 2.2414 -3.1549 -2.7147
H 0.6489 -3.9680 -2.3052
H 2.0676 -4.2937 -1.2895
Pd 1.9554 -2.7306 0.0535
C -1.2446 3.3644 -0.3654
C -2.4342 2.9808 -0.8613
C -2.9638 1.6232 -1.2405
C -2.6349 0.3819 -0.3820
C -1.2300 0.2069 -0.2377
C 0.0115 0.8670 -0.6764
C 0.4177 1.7388 0.5073
C -0.5704 2.8448 0.8387
C 1.5793 -3.6528 2.6180
H -0.5767 4.0920 -0.8507
H -3.1303 3.7765 -1.2011
H -2.5415 1.3638 -2.2476
H -4.0440 1.7452 -1.3701
H -3.1089 0.4909 0.5994
H -3.0656 -0.4850 -0.9043
H -0.9591 -0.5705 0.5084
H 0.7463 -0.0156 -0.4517
H 1.4301 2.1254 0.3789
H 0.5048 1.0560 1.3578
H -1.2671 2.5560 1.6454
H 0.0601 3.6081 1.3213
H 2.4316 -3.6890 3.3077
H 1.8959 -4.2604 1.7496
H 0.7041 -4.1948 3.0219
O -0.1353 -1.7222 2.4501
B 1.2727 -2.1490 2.2396
O 2.1175 -1.0393 2.7323
C 1.2943 -0.2193 3.4528
C 1.6323 0.6423 4.4771
C 0.6056 1.1219 5.2795
C -0.7480 0.7457 5.0763
C -1.0730 -0.1795 4.0897
C -0.0748 -0.6332 3.2713
H 2.6777 0.8840 4.6915
H 0.8164 1.8057 6.0774
H -1.5168 1.1623 5.7018
H -2.0906 -0.5793 3.9559

Computed properties:
Net charge: +2
Multiplicity: 5
HOMO-LUMO gap (alpha / beta) in eV: 6.3 / 4.7
<S²>: 6.0322
DFT total energy in hartree: -1806.2888



Record 2
Formula: C21H35BO2P2Ru
Source: the OMol25 dataset
Level of theory: the ωB97M-V functional and the def2-TZVPD basis

Element x y z (Å)
P -0.2319 -1.9809 -1.9324
P -0.3051 1.4532 -2.5539
C -0.6402 -1.1149 -3.5685
C 0.0999 0.2092 -3.7522
H -1.7312 -0.9454 -3.6327
H -0.3178 -1.7688 -4.4053
H 1.1927 0.0940 -3.6705
H -0.1066 0.6823 -4.7276
C -1.6413 2.3441 -3.5861
H -1.9968 3.2717 -3.1098
H -2.5031 1.7426 -3.9093
H -1.1254 2.6398 -4.5219
C 0.9089 2.7295 -3.2444
H 0.5183 3.1977 -4.1577
H 1.8558 2.3288 -3.5953
H 1.0582 3.5565 -2.5476
C -1.3082 -3.4280 -2.3231
H -1.2168 -4.1680 -1.5163
H -0.9632 -3.8981 -3.2651
H -2.3647 -3.1169 -2.4467
C 1.4051 -2.6045 -2.5552
H 2.0833 -1.7521 -2.7484
H 1.2379 -3.1693 -3.4842
H 1.8402 -3.2690 -1.7951
Ru -1.2735 -2.3500 0.9901
C 0.7763 2.3413 0.5377
C -0.5788 2.4913 0.4181
C -1.5342 1.4258 -0.0574
C -1.0493 -0.0208 -0.1122
C 0.3800 -0.5731 -0.7597
C 1.8042 -0.3138 -1.1215
C 2.5102 0.9358 -0.9272
C 1.9174 1.3609 0.4612
C 0.1944 -3.2187 2.0785
H 1.2306 3.3600 0.6837
H -1.0014 3.5390 0.3466
H -2.0304 1.6637 -1.0308
H -2.4363 1.4718 0.5494
H -1.0750 -0.4437 0.9975
H -1.8713 -0.6449 -0.5280
H 0.3853 -1.4783 0.1460
H 2.3350 -1.1811 -0.6579
H 2.4889 1.6559 -1.8039
H 3.6039 0.7246 -0.8722
H 1.6670 0.4716 1.0986
H 2.7626 1.9191 0.9043
H 1.0160 -2.5619 2.4121
H 0.6170 -4.1187 1.6051
H -0.3309 -3.5911 2.9970
O -1.8532 -1.2126 3.9633
B -1.0146 -1.2913 2.7847
O 0.1931 -0.4919 3.1196
C -0.0508 0.0943 4.2900
C 0.8549 0.7971 5.0437
C 0.4320 1.2255 6.3014
C -0.8615 0.9737 6.7782
C -1.7287 0.2033 5.9964
C -1.3103 -0.2725 4.7747
H 1.8582 0.9487 4.6491
H 1.1350 1.7856 6.9105
H -1.1744 1.3490 7.7678
H -2.7354 -0.0068 6.3150

Computed properties:
Net charge: +2
Multiplicity: 5
HOMO-LUMO gap (alpha / beta) in eV: 5.6 / 4.4
<S²>: 6.0268
DFT total energy in hartree: -1773.1530



Record 3
Formula: C21H35Ge2NSnTe4
Source: the OMol25 dataset
Level of theory: the ωB97M-V functional and the def2-TZVPD basis

Element x y z (Å)
Sn -0.3433 0.0584 -0.1453
Te 1.3450 2.0884 -1.1686
Te 0.8979 2.6853 -3.6885
Te -1.0492 1.2029 -4.6257
Te -1.8821 -0.3463 -2.7628
C 2.1474 -3.7839 2.1605
C 2.0839 -2.6696 1.1111
Ge 0.2689 -2.3972 0.4334
C -0.2553 -3.6357 -0.9928
C -0.5925 -5.0327 -0.4650
C -1.0711 -2.4134 1.8619
C -2.0303 -1.5732 2.2919
Ge -2.3433 0.2573 1.5715
C -1.8615 1.8018 2.6988
C -2.9134 2.3865 3.6427
C -3.9526 0.4305 0.4592
C -5.3028 0.4335 1.1784
C -2.9842 -1.9702 3.3700
C -3.8578 -1.0251 3.9025
C -4.7610 -1.3425 4.9069
C -4.8124 -2.6352 5.3974
C -3.9623 -3.6001 4.8686
C -3.0643 -3.2749 3.8687
H 3.1720 -3.9312 2.5029
H 1.8002 -4.7394 1.7660
H 1.5393 -3.5443 3.0345
H 2.7199 -2.9001 0.2543
H 2.4446 -1.7306 1.5328
H 0.5636 -3.6755 -1.7143
H -1.1197 -3.2228 -1.5217
H 0.2453 -5.4765 0.0740
H -0.8406 -5.7055 -1.2858
H -1.4493 -5.0067 0.2097
H -1.0242 -3.3721 2.3798
H -1.5483 2.5703 1.9862
H -0.9677 1.5122 3.2550
H -3.8342 2.6463 3.1190
H -2.5329 3.3019 4.0970
H -3.1619 1.7073 4.4563
H -3.9232 -0.3968 -0.2585
H -3.8228 1.3523 -0.1160
H -5.4834 -0.5074 1.6972
H -6.1095 0.5769 0.4594
H -5.3714 1.2391 1.9098
H -3.8529 -0.0047 3.5366
H -5.4225 -0.5811 5.2987
H -5.5137 -2.8964 6.1782
H -4.0067 -4.6171 5.2345
H -2.4376 -4.0621 3.4722
C 3.5818 2.5353 3.3893
C 2.6474 1.3722 3.7512
C 3.4477 0.1157 4.1286
C 1.6811 1.7694 4.8775
C 1.8435 1.0451 2.5643
N 1.2219 0.7649 1.6391
H 4.1566 2.8000 4.2764
H 3.0206 3.4150 3.0741
H 4.2816 2.2541 2.6025
H 4.0416 0.3409 5.0140
H 4.1266 -0.1791 3.3284
H 2.7881 -0.7199 4.3637
H 2.2670 1.9876 5.7699
H 0.9902 0.9596 5.1136
H 1.1110 2.6613 4.6165

Computed properties:
Net charge: +2
Multiplicity: 1
HOMO-LUMO gap in eV: 3.8
DFT total energy in hartree: -6315.5827



Record 4
Formula: C21H35IN10O5PdS2
Source: the OMol25 dataset
Level of theory: the ωB97M-V functional and the def2-TZVPD basis

Element x y z (Å)
Pd -0.3519 -0.4410 1.1725
C -4.0225 2.2540 3.1760
C -3.1954 1.0236 3.3594
C -3.6752 -0.1714 3.7989
C -2.7326 -1.2407 3.9347
N -1.4732 -1.1460 3.6391
C -0.9682 0.0556 3.1302
S 0.7083 0.4229 3.1395
N -1.8854 1.1206 3.0679
C -3.2094 -2.5726 4.4433
H -5.0408 2.0758 3.5119
H -4.0344 2.5353 2.1213
H -3.6073 3.0867 3.7447
H -4.7087 -0.2811 4.0892
H -1.5019 1.9876 2.7167
H -4.0540 -2.4638 5.1221
H -2.3969 -3.0900 4.9482
H -3.5345 -3.1990 3.6088
C -5.0469 -2.7234 1.1467
C -5.6673 -1.6648 0.2373
C -5.7036 -2.0852 -1.2321
C -5.0992 -0.2680 0.4500
N -3.7221 -0.0595 -0.0082
C -2.7944 -0.8611 -0.5283
N -1.6837 -0.1680 -0.7057
N -1.9653 1.0860 -0.2616
N -3.1775 1.1585 0.1454
H -5.5358 -3.6868 0.9973
H -5.1627 -2.4488 2.1952
H -3.9862 -2.8820 0.9631
H -6.7086 -1.5499 0.5640
H -4.7552 -2.5114 -1.5625
H -5.9447 -1.2460 -1.8857
H -6.4687 -2.8484 -1.3807
H -5.1053 -0.0203 1.5137
H -5.7017 0.4704 -0.0814
H -2.9185 -1.8996 -0.7693
C -5.3423 -5.9509 -2.9965
C -3.8762 -5.7701 -3.3623
S -2.9129 -5.4237 -1.9020
O -3.3101 -6.3427 -0.8656
O -2.9920 -3.9987 -1.6628
C -1.2304 -5.8027 -2.3501
C -0.3403 -5.9946 -1.1195
N -0.4542 -4.9346 -0.1285
C -0.0931 -3.6318 -0.3105
N -0.4255 -2.8883 0.7238
C -1.0496 -3.7065 1.6149
C -1.0770 -4.9676 1.1082
N -1.5477 -6.1430 1.7727
O -1.1803 -7.2335 1.3677
O -2.2769 -5.9665 2.7266
C 0.5667 -3.1046 -1.5309
H -5.9186 -6.1118 -3.9064
H -5.7332 -5.0648 -2.4991
H -5.4759 -6.8015 -2.3339
H -3.7248 -4.9165 -4.0233
H -3.4623 -6.6580 -3.8361
H -0.8873 -5.0029 -3.0043
H -1.2412 -6.7376 -2.9095
H 0.6981 -6.0600 -1.4483
H -0.5942 -6.9247 -0.6213
H -1.3741 -3.3543 2.5774
H 1.2450 -3.8351 -1.9735
H 1.1418 -2.2174 -1.2646
H -0.1815 -2.8179 -2.2711
N 1.5517 1.5797 -0.3763
C 2.4328 0.8355 -1.0559
O 2.3577 -0.3750 -1.1706
C 3.5718 1.6006 -1.7033
I 3.0848 2.0889 -3.7218
H 0.8169 1.1343 0.1743
H 1.6846 2.5695 -0.2698
H 4.4457 0.9601 -1.7488
H 3.8072 2.5406 -1.2143

Computed properties:
Net charge: 0
Multiplicity: 1
HOMO-LUMO gap in eV: 6.5
DFT total energy in hartree: -2966.8302



Record 5
Formula: C21H36BN4O4Os
Source: the OMol25 dataset
Level of theory: the ωB97M-V functional and the def2-TZVPD basis

Element x y z (Å)
Os 1.0138 0.2968 1.4161
C -1.2275 1.5584 3.2958
C -0.6901 0.2810 3.9333
N 0.7683 0.1037 3.6738
C 1.6197 1.0960 4.3935
C 2.6565 1.7184 3.4715
N 2.0345 2.1312 2.1788
C 1.1016 3.2966 2.3166
C -0.2152 3.0707 1.5874
N -0.7674 1.7290 1.8915
H -0.9228 2.4314 3.8713
H -2.3167 1.5378 3.3351
H -1.1948 -0.5999 3.5356
H -0.8829 0.3030 5.0083
H 1.0181 -0.8279 3.9917
H 2.1258 0.6185 5.2318
H 0.9725 1.8597 4.8208
H 3.4440 1.0002 3.2386
H 3.1208 2.5767 3.9610
H 2.7908 2.4015 1.5580
H 1.5782 4.1960 1.9283
H 0.9340 3.4705 3.3777
H -0.0691 3.1275 0.5071
H -0.9167 3.8619 1.8625
H -1.5394 1.5445 1.2570
C -5.4110 0.5481 -2.8155
C -5.2478 -0.7350 -1.9863
C -5.4786 -1.9639 -2.8785
C -6.2932 -0.7384 -0.8717
C -3.8229 -0.7781 -1.4382
C -3.5484 -0.7851 -0.0665
C -2.2502 -0.8280 0.4481
C -1.2414 -0.8439 -0.4780
O 0.1858 -0.9021 -0.2690
B 0.6777 -1.0446 -1.5920
O -0.2803 -0.9788 -2.5284
C -1.4845 -0.8666 -1.8317
C -2.7529 -0.8292 -2.3454
H -6.4180 0.5886 -3.2304
H -4.7096 0.5887 -3.6503
H -5.2653 1.4381 -2.2003
H -6.4986 -1.9460 -3.2616
H -5.3462 -2.8901 -2.3171
H -4.8094 -1.9839 -3.7396
H -7.2862 -0.7091 -1.3181
H -6.2083 0.1358 -0.2224
H -6.2383 -1.6425 -0.2619
H -4.3700 -0.7853 0.6345
H -2.0730 -0.8948 1.5134
H -2.9127 -0.8547 -3.4144
O 1.9879 -1.3169 -1.9549
C 3.0988 -1.2999 -1.2370
O 3.2181 -0.7849 -0.1483
C 4.2173 -2.0145 -1.9770
N 5.4701 -1.9671 -1.1329
C 6.5532 -1.2392 -1.9336
C 5.7529 -0.4117 -2.9206
C 4.6121 -1.3504 -3.3095
H 3.9055 -3.0515 -2.1062
H 5.7794 -2.9019 -0.8651
H 5.2552 -1.4613 -0.2675
H 7.1467 -2.0052 -2.4282
H 7.1815 -0.6843 -1.2427
H 6.3611 -0.1212 -3.7742
H 5.3798 0.5013 -2.4514
H 4.9626 -2.1200 -3.9964
H 3.7652 -0.8537 -3.7762

Computed properties:
Net charge: +3
Multiplicity: 5
HOMO-LUMO gap (alpha / beta) in eV: 8.3 / 6.6
<S²>: 6.0080
DFT total energy in hartree: -1456.4357



Record 6
Formula: C21H36Br2F3O10S4
Source: the OMol25 dataset
Level of theory: the ωB97M-V functional and the def2-TZVPD basis

Element x y z (Å)
O -1.4531 -4.1727 -4.0554
C -1.7289 -2.9628 -4.0623
O -2.2233 -2.2939 -3.1153
C -1.4536 -2.1117 -5.3361
C -0.1869 -1.2520 -5.1743
C 1.1702 -1.9127 -5.3994
F 2.0318 -0.9167 -5.8328
Br 1.9280 -2.6212 -3.7553
C 1.2514 -2.9999 -6.4955
F 2.5658 -3.3056 -6.6776
F 0.6636 -4.1282 -6.1523
Br 0.6313 -2.3613 -8.2330
H -2.2857 -1.4030 -5.3968
H -1.5017 -2.7234 -6.2401
H -0.1994 -0.9100 -4.1338
H -0.2521 -0.3429 -5.7788
C 4.3460 1.8248 -2.8909
C 4.1647 2.4447 -1.4971
C 2.9047 1.8248 -0.8861
S 2.7358 0.1930 -1.6220
O 1.5383 0.1811 -2.4167
O 2.9958 -0.8116 -0.6195
C 4.1483 0.3221 -2.7116
H 5.3267 2.0499 -3.3091
H 3.5893 2.2199 -3.5725
H 5.0319 2.2064 -0.8770
H 4.0835 3.5298 -1.5407
H 2.9834 1.7189 0.1934
H 2.0135 2.3965 -1.1388
H 3.9390 -0.2063 -3.6393
H 5.0000 -0.1309 -2.2041
C 2.7646 3.7516 3.6345
C 2.0139 2.6869 2.8270
C 1.6342 3.3151 1.4817
S 2.8735 4.5704 1.1458
O 2.2390 5.8652 1.1606
O 3.7027 4.1493 0.0401
C 3.7812 4.3640 2.6741
H 3.2510 3.3264 4.5117
H 2.0641 4.5176 3.9755
H 2.6712 1.8273 2.6590
H 1.1205 2.3245 3.3578
H 1.6410 2.5882 0.6727
H 0.6649 3.8092 1.5279
H 4.1663 5.3276 3.0009
H 4.6043 3.6768 2.4786
C -5.2824 -3.4535 -0.4242
C -3.7964 -3.1109 -0.2653
C -3.7112 -1.6989 0.3014
S -5.2001 -1.4438 1.2559
O -5.9898 -0.4070 0.6366
O -4.8458 -1.3757 2.6595
C -5.9454 -3.0317 0.8908
H -5.4342 -4.5121 -0.6297
H -5.7065 -2.8848 -1.2544
H -3.3329 -3.8180 0.4289
H -3.2490 -3.1705 -1.2067
H -2.8525 -1.5715 0.9562
H -3.6858 -0.9539 -0.4925
H -7.0260 -2.9202 0.8261
H -5.6864 -3.7147 1.7000
C -1.3169 -1.3828 4.8337
C -2.6216 -0.5778 4.8456
C -2.3204 0.7787 5.4994
S -0.5827 1.1063 5.1723
O 0.1364 1.1130 6.4233
O -0.4556 2.1961 4.2292
C -0.2440 -0.4306 4.3267
H -1.3934 -2.2659 4.2012
H -1.0744 -1.7128 5.8471
H -2.9655 -0.4245 3.8235
H -3.4122 -1.1049 5.3759
H -2.9192 1.5799 5.0729
H -2.4558 0.7508 6.5793
H 0.7696 -0.7546 4.5531
H -0.3505 -0.2489 3.2571

Computed properties:
Net charge: -1
Multiplicity: 1
HOMO-LUMO gap in eV: 6.7
DFT total energy in hartree: -8614.5728